{"formula": "C17H20FeNO5", "method": "ωB97M-V/def2-TZVPD", "spin_multiplicity": 5, "homo_ev": [-7.98, -10.61], "total_charge": 1, "orbital_gap_ev": [3.91, 3.15], "lumo_ha": [-0.1496, -0.2741], "symbols": ["C", "C", "O", "C", "C", "C", "N", "C", "C", "O", "H", "H", "H", "H", "H", "H", "H", "H", "H", "H", "H", "H", "H", "O", "C", "Fe", "C", "O", "C", "O", "C", "C", "C", "C", "C", "C", "C", "H", "H", "H", "H", "H", "H", "H"], "positions_angstrom": [[-3.30, -4.12, -1.68], [-2.57, -3.10, -0.83], [-2.71, -1.81, -1.48], [-2.31, -0.75, -0.75], [-2.43, 0.50, -1.51], [-2.45, 1.70, -0.86], [-2.63, 2.92, -1.42], [-1.99, 3.34, -2.65], [-3.54, 3.87, -0.82], [-1.90, -0.83, 0.40], [-3.12, -5.12, -1.27], [-4.39, -3.93, -1.68], [-2.95, -4.10, -2.72], [-2.99, -3.08, 0.19], [-1.49, -3.36, -0.77], [-2.68, 0.42, -2.57], [-2.35, 1.69, 0.23], [-1.19, 2.63, -2.92], [-2.72, 3.43, -3.48], [-1.57, 4.34, -2.49], [-3.92, 3.45, 0.12], [-3.02, 4.82, -0.64], [-4.38, 4.10, -1.50], [5.80, -1.84, 2.75], [4.86, -1.40, 2.23], [3.21, -0.93, 1.85], [3.03, -2.67, 1.56], [3.06, -3.83, 1.62], [2.78, -1.19, 3.55], [2.74, -1.62, 4.64], [1.31, -0.31, 0.86], [1.26, 0.92, 1.54], [2.37, 1.55, 2.03], [3.68, 1.02, 1.85], [4.20, 0.68, 0.56], [3.43, 0.09, -0.41], [2.34, -0.74, 0.00], [0.39, -0.92, 0.89], [0.27, 1.31, 1.81], [2.25, 2.42, 2.71], [4.41, 1.25, 2.64], [5.26, 0.87, 0.38], [3.78, -0.01, -1.44], [2.20, -1.69, -0.53]], "mulliken_charge": [-1.256, -0.074, -0.285, 0.533, -0.413, 0.050, 0.196, -0.872, -0.807, -0.589, 0.387, 0.316, 0.331, 0.314, 0.258, 0.499, 0.364, 0.330, 0.372, 0.342, 0.329, 0.352, 0.328, -0.381, 0.296, 0.214, 0.371, -0.370, 0.094, -0.351, -0.024, -0.408, -0.711, -0.571, 0.105, -1.127, -0.363, 0.551, 0.352, 0.307, 0.580, 0.407, 0.353, 0.672]}



{"formula": "C17H20N2O3", "method": "ωB97M-V/def2-TZVPD", "smiles": "CCCCC(=O)N1C(=O)/C(=C\\N(C)C)c2cc(C=O)ccc21", "spin_multiplicity": 1, "homo_ev": -7.99, "orbital_gap_ev": 7.99, "lumo_ha": 0.0003, "symbols": ["C", "C", "C", "C", "C", "O", "N", "C", "O", "C", "C", "N", "C", "C", "C", "C", "C", "C", "O", "C", "C", "C", "H", "H", "H", "H", "H", "H", "H", "H", "H", "H", "H", "H", "H", "H", "H", "H", "H", "H", "H", "H"], "positions_angstrom": [[5.40, -3.33, -1.65], [4.25, -2.35, -1.93], [3.32, -2.31, -0.68], [2.07, -1.50, -0.97], [1.05, -1.53, 0.18], [0.95, -2.58, 0.83], [0.11, -0.52, 0.43], [-0.23, 0.48, -0.45], [0.21, 0.59, -1.57], [-1.45, 1.20, 0.05], [-2.20, 2.22, -0.46], [-2.02, 3.02, -1.61], [-0.66, 3.39, -2.07], [-3.13, 3.89, -1.99], [-1.75, 0.52, 1.28], [-2.77, 0.74, 2.19], [-2.85, -0.05, 3.36], [-4.02, 0.04, 4.33], [-4.98, 0.78, 4.17], [-1.90, -1.06, 3.55], [-0.87, -1.25, 2.66], [-0.81, -0.46, 1.52], [5.04, -4.31, -1.37], [6.01, -3.45, -2.54], [6.03, -2.98, -0.88], [3.67, -2.73, -2.79], [4.61, -1.32, -2.15], [3.03, -3.33, -0.47], [3.89, -1.90, 0.17], [2.44, -0.48, -1.12], [1.62, -1.89, -1.86], [-3.08, 2.48, 0.08], [0.07, 3.26, -1.25], [-0.66, 4.42, -2.43], [-0.32, 2.73, -2.84], [-4.13, 3.42, -1.75], [-3.09, 4.06, -3.06], [-3.09, 4.85, -1.46], [-3.52, 1.52, 2.04], [-4.07, -0.63, 5.18], [-2.04, -1.71, 4.43], [-0.12, -1.97, 2.87]], "mulliken_charge": [-1.338, -0.269, -0.664, -0.531, 0.394, -0.623, 0.197, 0.450, -0.665, -0.035, -0.284, 0.091, -0.957, -1.123, 1.209, -0.697, 0.138, -0.341, -0.501, -0.763, -0.629, -0.130, 0.341, 0.388, 0.350, 0.300, 0.298, 0.350, 0.320, 0.293, 0.276, 0.522, 0.344, 0.386, 0.253, 0.341, 0.406, 0.366, 0.414, 0.343, 0.308, 0.476]}



{"formula": "C17H20N2O5", "method": "ωB97M-V/def2-TZVPD", "smiles": "CCCCNC(=O)COCc1cc(-c2ccc3c(c2)OCO3)on1", "spin_multiplicity": 1, "homo_ev": -8.35, "orbital_gap_ev": 8.66, "lumo_ha": 0.0114, "symbols": ["C", "C", "C", "C", "N", "C", "O", "C", "O", "C", "C", "C", "C", "C", "C", "C", "C", "C", "C", "O", "C", "O", "O", "N", "H", "H", "H", "H", "H", "H", "H", "H", "H", "H", "H", "H", "H", "H", "H", "H", "H", "H", "H", "H"], "positions_angstrom": [[2.12, 2.53, 3.07], [2.61, 1.42, 2.11], [1.81, 0.12, 2.37], [2.04, -0.92, 1.27], [1.10, -2.04, 1.44], [0.54, -2.68, 0.40], [0.91, -2.47, -0.76], [-0.71, -3.54, 0.64], [-1.44, -3.08, 1.78], [-2.58, -2.28, 1.52], [-2.26, -0.84, 1.46], [-1.75, -0.19, 0.28], [-1.30, 1.01, 0.70], [-0.47, 1.94, -0.12], [-0.14, 3.24, 0.32], [0.78, 4.01, -0.44], [1.31, 3.58, -1.65], [0.97, 2.35, -2.13], [0.04, 1.54, -1.44], [1.64, 2.08, -3.26], [2.58, 3.15, -3.43], [2.18, 4.16, -2.49], [-1.64, 1.18, 2.05], [-2.25, -0.05, 2.49], [1.01, 2.59, 3.04], [2.51, 3.50, 2.85], [2.44, 2.26, 4.04], [3.68, 1.23, 2.20], [2.48, 1.80, 1.06], [2.07, -0.32, 3.33], [0.75, 0.37, 2.31], [3.07, -1.29, 1.30], [1.87, -0.48, 0.29], [0.69, -2.22, 2.37], [-0.40, -4.57, 0.81], [-1.31, -3.60, -0.26], [-3.10, -2.56, 0.57], [-3.31, -2.41, 2.29], [-1.67, -0.66, -0.73], [-0.54, 3.60, 1.27], [0.97, 4.99, -0.07], [-0.18, 0.54, -1.88], [3.60, 2.77, -3.20], [2.60, 3.51, -4.47]], "mulliken_charge": [-1.319, -0.210, -0.063, -0.850, -0.068, 0.513, -0.676, -0.524, -0.450, -0.993, 0.685, 0.192, 0.049, 0.702, -0.643, -0.909, 0.855, 0.974, -1.357, -0.504, -0.222, -0.498, -0.245, -0.717, 0.191, 0.374, 0.446, 0.510, -0.005, 0.402, -0.061, 0.365, 0.255, 0.326, 0.352, 0.327, 0.374, 0.394, 0.398, 0.498, 0.441, 0.198, 0.260, 0.233]}



{"formula": "C17H20N3S4SbTi", "method": "ωB97M-V/def2-TZVPD", "spin_multiplicity": 4, "homo_ev": [-2.31, -5.05], "total_charge": -1, "orbital_gap_ev": [4.84, 5.75], "lumo_ha": [0.0930, 0.0256], "symbols": ["Ti", "C", "C", "C", "C", "C", "C", "C", "C", "S", "C", "N", "C", "C", "C", "C", "C", "C", "C", "C", "H", "H", "H", "H", "H", "H", "H", "H", "H", "H", "H", "H", "H", "H", "H", "H", "S", "Sb", "S", "S", "N", "N", "H", "H", "H", "H"], "positions_angstrom": [[1.21, -0.57, -1.93], [-4.13, -0.23, -0.33], [-3.91, -0.12, 1.17], [-4.52, -1.37, 1.84], [-4.64, 1.13, 1.67], [-2.43, -0.03, 1.54], [-2.06, 0.09, 2.89], [-0.73, 0.15, 3.27], [0.25, 0.11, 2.30], [1.99, 0.15, 2.48], [2.17, 0.01, 0.75], [0.97, -0.04, 0.07], [-0.09, 0.00, 0.95], [-1.43, -0.06, 0.58], [3.38, -0.04, 0.02], [4.65, 0.05, 0.63], [5.79, 0.01, -0.15], [5.69, -0.12, -1.53], [4.44, -0.23, -2.13], [3.25, -0.20, -1.40], [-5.20, -0.30, -0.54], [-3.65, -1.12, -0.75], [-3.75, 0.64, -0.86], [-5.58, -1.46, 1.58], [-4.43, -1.32, 2.92], [-4.00, -2.27, 1.50], [-5.70, 1.07, 1.42], [-4.23, 2.03, 1.21], [-4.56, 1.24, 2.76], [-2.82, 0.12, 3.66], [-0.47, 0.23, 4.32], [-1.68, -0.16, -0.47], [4.73, 0.14, 1.71], [6.76, 0.08, 0.33], [6.59, -0.16, -2.14], [4.39, -0.37, -3.21], [3.28, -3.50, -4.40], [1.06, -3.11, -3.80], [0.50, -0.83, -4.27], [0.87, -2.94, -1.47], [1.10, 2.61, -1.43], [1.20, 1.68, -2.52], [1.84, 3.31, -1.50], [1.25, 2.08, -0.58], [2.13, 1.70, -2.94], [0.53, 1.94, -3.23]], "mulliken_charge": [-0.160, -2.176, 2.072, -1.629, -1.632, 0.531, -0.483, -1.370, 0.965, -0.524, 0.831, 0.398, -1.916, 0.293, 0.572, -1.079, -0.425, -0.727, 0.224, -0.120, 0.436, 0.428, 0.396, 0.437, 0.326, 0.383, 0.436, 0.384, 0.316, 0.381, 0.353, 0.630, 0.315, 0.369, 0.371, 0.408, -0.494, 0.529, -0.657, -0.551, -0.634, -0.206, 0.231, 0.229, 0.241, 0.299]}



Energy above the lowest of the compared OMol25 structures with the same formula, charge and spin per entry: 0.588, 2.304, 5.067, 0.212 eV